# C15H21FN2O2S

A single C15H21FN2O2S molecule (the ωB97M-V functional and the def2-TZVPD basis, the OMol25 dataset).

Geometry (Å):
C 0.7221 -2.7032 1.7824
C 0.0796 -2.5004 0.6420
C -0.3003 -1.1452 0.0440
C -1.5346 -1.3874 -0.7313
N -2.5115 -1.5667 -1.3043
C -0.5233 -0.0714 1.1260
C -1.8029 -0.2030 1.9467
O -2.9921 0.1201 1.2767
C -3.1197 1.4828 0.9214
C -4.4839 1.6745 0.2627
C 0.8160 -0.6995 -1.0023
C 0.9961 -1.8554 -1.9041
N 1.1608 -2.7676 -2.5800
C 2.1994 -0.4724 -0.3455
C 2.4230 0.8783 0.3676
C 3.5969 1.6703 -0.2070
S 5.1991 0.8331 -0.0291
C 0.3992 0.5523 -1.8300
C -0.0862 0.3070 -3.2395
O 0.5857 0.1418 -4.1955
F -1.4262 0.3550 -3.3322
H 0.8445 -3.7125 2.1522
H 1.1420 -1.9110 2.3891
H -0.2352 -3.3589 0.0605
H -0.4401 0.9262 0.7009
H 0.3030 -0.1590 1.8318
H -1.9124 -1.2204 2.3236
H -1.6920 0.4500 2.8254
H -2.3346 1.7775 0.2148
H -3.0228 2.1050 1.8210
H -5.1033 0.8051 0.4721
H -4.3798 1.7597 -0.8185
H -4.9695 2.5841 0.6123
H 2.4219 -1.3038 0.3206
H 2.9350 -0.5398 -1.1503
H 1.5448 1.5216 0.3258
H 2.6419 0.7043 1.4240
H 3.6505 2.6310 0.3051
H 3.4483 1.8721 -1.2692
H 4.8756 0.0960 1.0396
H 1.2575 1.2132 -1.9420
H -0.3725 1.1165 -1.3077

Results
Relative energy (zero: lowest compared OMol25 entry of this formula, charge and spin)   59.2 kcal/mol
Frontier orbital gap   9.8 eV
SMILES   C=C[C@@](C#N)(CCOCC)[C@](C#N)(CCCS)CC(=O)F
Charge   0


# C15H21N3O3Pd

A molecular structure, C15H21N3O3Pd at a distorted geometry (the ωB97M-V functional and the def2-TZVPD basis, the OMol25 dataset).

Geometry (Å):
C -0.8351 0.2762 -4.2707
C 0.5478 0.3835 -4.0040
C 0.6988 1.1216 -2.7998
C -0.5930 1.5043 -2.3470
C -1.5388 0.9547 -3.2512
Pd -0.5797 -0.9902 -2.3031
N -2.8610 -1.2750 -2.4110
C -0.1868 -2.7946 -2.9602
C 1.1304 -2.5396 -2.7881
H 1.6483 1.5379 -2.3922
H 1.3722 0.0748 -4.6763
H -0.8149 2.2211 -1.5171
H -2.6273 1.1389 -3.1915
H -1.2903 -0.1803 -5.1592
H 1.6731 -1.9568 -3.5509
H -0.6850 -3.3784 -2.1902
H -2.3155 -1.8562 -1.4716
H 1.5770 -2.6811 -1.8130
H -0.6586 -2.7718 -3.9861
C -0.5591 2.0893 3.9054
C -0.4930 1.6223 2.4492
C 0.2708 0.2862 2.2079
C 1.6981 0.3091 2.8496
C 2.5265 1.5395 2.5051
C -0.5006 -0.8539 2.8939
O -0.5814 -1.0610 4.1112
N -1.1587 -1.6959 2.0305
C -1.1789 -1.6859 0.6274
O -1.9031 -2.5775 0.1051
N -0.4416 -0.7766 -0.0448
C 0.3581 0.0796 0.6418
O 1.1933 0.7931 0.0555
H -0.9495 1.2768 4.5402
H -1.2290 2.9621 3.9799
H 0.4411 2.3827 4.2670
H -1.5152 1.4930 2.0545
H -0.0053 2.3914 1.8329
H 1.6477 0.1806 3.9491
H 2.2098 -0.5849 2.4580
H 2.1973 2.4256 3.0681
H 3.5837 1.3464 2.7353
H 2.4252 1.7257 1.4258
H -1.6977 -2.4568 2.4349

Results
2S+1   3
Frontier orbital gap (spin up / spin down)   3.6 / 3.3 eV
⟨S²⟩   2.031
Charge   -2


# C15H21N3O3S

A single C15H21N3O3S molecule at a distorted geometry (the ωB97M-V functional and the def2-TZVPD basis, the OMol25 dataset).

Geometry (Å):
O 0.5189 3.5494 3.5788
O -0.0892 1.9265 -0.9749
O 1.3616 -1.7498 -2.9007
S 3.1851 2.7359 -0.4248
C 0.0530 2.4103 3.5482
C 0.5508 1.3929 -0.0248
C 0.9081 -0.7769 -2.3412
C -1.0756 -2.3122 3.7953
C 0.2691 -2.0683 3.4524
C -2.0078 -2.6729 2.6995
C 0.6300 -2.1431 2.0551
C -1.6334 -2.7344 1.3355
C -0.2800 -2.3992 1.0465
N 1.3049 0.4711 -2.7536
N 0.4382 1.6977 2.5252
N 0.8062 0.0663 -0.0913
C -0.7749 1.7892 4.6135
C 2.2814 0.7588 -3.7480
C 2.5710 2.5520 1.2803
C 0.0915 -2.2317 -0.4112
C 1.0547 2.2041 1.2323
C 0.1987 -0.8666 -0.9624
H 2.6623 3.9701 -0.5453
H -1.4760 -2.1707 4.8474
H 0.9415 -1.4233 4.1713
H -3.0404 -2.7425 3.0596
H 1.6275 -1.9285 1.6254
H -2.4775 -2.8002 0.5889
H 0.7487 1.2444 -2.3026
H -0.0143 0.7961 2.4835
H 1.5076 -0.3433 0.5774
H -1.7107 2.2159 4.6319
H -0.9494 0.7293 4.3971
H -0.1926 1.9448 5.5599
H 1.6447 0.7248 -4.5708
H 2.4978 1.8219 -3.6591
H 3.1256 0.1097 -3.8835
H 3.0928 1.7773 1.7490
H 2.6314 3.5625 1.7826
H 0.9924 -2.7863 -0.4814
H -0.5785 -2.8702 -1.0072
H 0.7287 3.2499 1.1042
H -0.8352 -0.6369 -1.2481

Results
Relative energy (zero: lowest compared OMol25 entry of this formula, charge and spin)   66.9 kcal/mol
Frontier orbital gap   9.3 eV
SMILES   CNC(=O)[C@@H](Cc1ccccc1)NC(=O)[C@H](CS)NC(C)=O
Charge   0


# C15H21N3OS2

A single C15H21N3OS2 molecule at a distorted geometry (the ωB97M-V functional and the def2-TZVPD basis, the OMol25 dataset).

Geometry (Å):
O -0.7707 0.6525 -1.8026
S 2.1003 3.6143 3.1137
S -0.2977 2.6133 1.5804
C -1.0656 1.3553 -0.8295
C 1.4168 2.9618 1.6985
C 5.3427 1.4495 -0.7657
C -0.0689 2.0031 -0.0590
C 1.2856 2.0494 -0.3925
C 4.3695 1.5887 0.1931
C -1.9546 -1.7097 1.4632
C -2.5085 -1.5438 0.2043
N 1.7595 1.5636 -1.5813
N 2.1297 2.5657 0.5669
N -2.3559 1.4317 -0.3697
C 3.5556 2.8402 0.3115
C -3.6980 -0.6040 -0.0441
C -0.9197 -2.7360 1.8095
C -2.0492 -2.3864 -0.9650
C -3.4096 0.5988 -0.8791
C -0.7064 -3.7077 0.6407
C -0.6778 -3.0219 -0.6987
H 6.0330 0.5889 -0.8105
H 5.4514 2.1993 -1.5105
H 4.2232 0.8120 0.9201
H -2.3912 -1.1342 2.2690
H 2.5997 0.9978 -1.4859
H 1.0617 1.1515 -2.1980
H -2.5141 1.9521 0.4626
H 3.6414 3.4959 -0.5644
H 3.9940 3.4429 1.1249
H -4.4827 -1.1763 -0.5148
H -4.1049 -0.3337 0.9046
H 0.0295 -2.2561 2.1126
H -1.2883 -3.3015 2.6648
H -1.9514 -1.7617 -1.8604
H -2.7918 -3.1344 -1.1780
H -3.1553 0.2802 -1.8773
H -4.3189 1.2520 -0.9534
H 0.2817 -4.1739 0.7892
H -1.5144 -4.4371 0.6370
H -0.4126 -3.7708 -1.4473
H 0.1329 -2.2712 -0.6786

Results
Relative energy (zero: lowest compared OMol25 entry of this formula, charge and spin)   17.5 kcal/mol
Frontier orbital gap   7.9 eV
SMILES   C=CCn1c(N)c(C(=O)NCCC2=CCCCC2)sc1=S
Charge   0


# C15H21N4O3PtSTe

A molecular structure, C15H21N4O3PtSTe (the ωB97M-V functional and the def2-TZVPD basis, the OMol25 dataset).

Geometry (Å):
Pt -0.9236 -1.4477 -0.0655
N 4.9793 3.3723 -2.3419
C 4.2961 2.2759 -1.9118
C 4.6503 1.6448 -0.7075
C 3.9562 0.5448 -0.2634
C 2.8909 0.0547 -1.0207
C 2.5142 0.6755 -2.2101
C 3.2179 1.7709 -2.6559
S 1.9722 -1.2639 -0.4137
O 1.1143 -1.7904 -1.4821
O 2.8025 -2.1513 0.3333
N 0.7740 -0.6207 0.5524
C 0.6045 -0.9090 1.8920
N -0.6537 -1.4261 2.0196
C -1.0760 -1.7575 3.2428
C -0.2388 -1.5749 4.3199
C 1.0400 -1.0837 4.0708
N 1.4807 -0.7504 2.8586
H 5.8320 3.6425 -1.8876
H 4.8310 3.7232 -3.2697
H 5.4883 2.0214 -0.1347
H 4.2419 0.0509 0.6552
H 1.6871 0.2822 -2.7850
H 2.9479 2.2423 -3.5926
H -2.0745 -2.1484 3.3504
H -0.5615 -1.8221 5.3193
H 1.7415 -0.9534 4.8863
C -2.9878 1.4511 0.0932
C -1.7854 1.6526 -0.7857
C -1.3080 3.0487 -1.0509
O -1.1668 0.7046 -1.2370
H -3.6917 2.2769 0.0181
H -2.6445 1.3971 1.1306
H -3.4708 0.5071 -0.1539
H -2.1360 3.7426 -1.1848
H -0.6406 3.0619 -1.9081
H -0.7456 3.3762 -0.1705
C -4.1718 -2.3326 -1.9135
Te -2.7927 -3.1814 -0.5493
C -4.0538 -2.9515 1.1351
H -5.0768 -2.9342 -1.9055
H -3.7207 -2.3554 -2.9020
H -4.3788 -1.3077 -1.6196
H -4.4323 -1.9326 1.1558
H -3.4620 -3.1583 2.0166
H -4.8686 -3.6671 1.0728

Results
Relative energy (zero: lowest compared OMol25 entry of this formula, charge and spin)   35.2 kcal/mol
Frontier orbital gap   6.9 eV
Charge   +1


# C15H21N4S2

A gas-phase ion, C15H21N4S2 (charge +1) at a distorted geometry (the ωB97M-V functional and the def2-TZVPD basis, the OMol25 dataset).

Geometry (Å):
C 0.4631 -2.1816 3.3279
C -0.7730 -1.5710 3.1010
C -0.8131 -0.1988 2.8147
C 0.3787 0.5032 2.7010
C 0.3207 2.0047 2.9079
S 1.7165 2.9069 2.2178
C 1.1451 3.3594 0.5644
C -0.0947 2.7073 -0.0194
C -1.3423 2.9952 0.7921
S -1.3617 2.5767 2.5323
C 1.6058 -0.1632 2.6250
C 1.6543 -1.5018 3.0323
H 0.4999 -3.2152 3.6965
H -1.7024 -2.1402 3.2055
H -1.7794 0.3137 2.7018
H 1.0233 4.4490 0.6160
H 2.0267 3.1127 -0.0413
H -0.2669 3.1649 -1.0021
H 0.0353 1.6338 -0.1709
H -1.5999 4.0602 0.7673
H -2.2013 2.3931 0.4695
H 2.5046 0.3633 2.2785
H 2.6098 -2.0318 3.0973
N 1.6939 -2.2777 6.2864
N 1.4122 -1.1991 6.0136
N 0.9627 -0.1092 5.6097
C 1.7417 1.0244 6.1087
C 1.7297 2.1795 5.1061
C 1.8903 3.4840 5.8773
C 0.9515 4.5117 5.2575
C -0.1394 3.7238 4.5347
N 0.3717 2.3146 4.3598
H 1.2936 1.3528 7.0688
H 2.7986 0.7740 6.3322
H 2.4823 2.0140 4.3206
H 1.5742 3.3005 6.9164
H 2.9457 3.7840 5.9162
H 0.4882 5.1547 6.0200
H 1.4759 5.1688 4.5506
H -1.0796 3.6891 5.1043
H -0.3222 4.2054 3.5542
H -0.2469 1.6199 4.8027

Results
Frontier orbital gap   9.4 eV
Charge   +1


# C15H21N6O2PSSn

A molecular structure, C15H21N6O2PSSn at a distorted geometry (the ωB97M-V functional and the def2-TZVPD basis, the OMol25 dataset).

Geometry (Å):
Sn -0.9091 -0.2028 0.4641
N -1.6110 3.6054 -1.8021
C -1.0759 2.4816 -1.3538
S -1.2404 2.2418 0.4457
N -0.4851 1.6397 -2.1126
N 0.0278 0.5522 -1.5209
C 0.9306 -0.1779 -2.1033
C 1.2687 -0.0744 -3.5178
C 0.2196 -0.1109 -4.4408
C 0.4890 -0.1020 -5.7949
C 1.8000 -0.0277 -6.2440
C 2.8434 0.0504 -5.3320
C 2.5853 0.0146 -3.9743
C 1.6030 -1.1288 -1.2178
C 2.4984 -2.0902 -1.6817
C 3.1935 -2.8635 -0.7672
C 2.9791 -2.6580 0.5887
C 2.0272 -1.7301 0.9723
N 1.3595 -0.9880 0.0993
H -1.9762 4.2798 -1.1510
H -1.5180 3.8549 -2.7747
H -0.7962 -0.1999 -4.0832
H -0.3275 -0.1552 -6.4991
H 2.0062 -0.0261 -7.3032
H 3.8630 0.1327 -5.6764
H 3.3920 0.0928 -3.2596
H 2.6397 -2.2299 -2.7408
H 3.8967 -3.6080 -1.1069
H 3.5211 -3.2177 1.3320
H 1.7959 -1.5466 2.0146
N -1.0692 2.6098 3.5836
C -1.9906 1.7538 4.3478
P -1.7745 0.0299 3.6233
O -0.3765 -0.0067 3.1038
O -2.8657 -0.2818 2.6446
C -2.1177 -1.2260 4.9911
N -3.3017 -1.9573 4.4966
H -0.8319 3.4825 4.0652
H -1.4413 2.8202 2.6334
H -0.2137 2.0448 3.4099
H -3.0192 2.0944 4.2394
H -1.7067 1.7556 5.4011
H -2.3178 -0.7637 5.9553
H -1.2494 -1.8787 5.0854
H -3.5270 -1.3995 3.5883
H -4.0929 -1.9611 5.1465
H -3.1044 -2.9243 4.2262

Results
Frontier orbital gap   7.6 eV
Charge   +2


# C15H21NO4

2 unconnected molecules or ions with the total composition C15H21NO4 (the ωB97M-V functional and the def2-TZVPD basis, the OMol25 dataset).

Geometry (Å):
C -2.1252 5.8444 -0.3595
C -2.1419 4.6548 -0.5181
C -2.2103 3.2867 -0.9155
C -3.3782 2.6212 -0.9618
C -4.6965 3.2154 -0.5792
C -3.3350 1.1904 -1.4197
O -4.0973 0.3625 -0.9815
C -2.2721 0.8632 -2.4138
C -1.1163 1.5160 -2.3478
C -0.9552 2.5480 -1.2782
O 0.0961 2.7283 -0.7163
H -2.1123 6.8999 -0.2308
H -4.6742 3.5270 0.4671
H -4.9090 4.0947 -1.1856
H -5.4825 2.4698 -0.6774
H -2.4460 0.0958 -3.1573
H -0.2801 1.3262 -3.0070
C 1.4533 -4.5463 1.9743
O 1.0274 -3.2607 2.3765
C 2.0413 -2.4604 2.9718
C 2.4265 -1.3019 2.0765
N 3.1275 -1.7614 0.8855
C 3.3403 -0.7338 -0.1301
C 2.1163 -0.0929 -0.7738
O 1.3615 -0.9650 -1.5992
C 0.4045 -1.7607 -0.9259
H 0.5635 -5.1140 1.7069
H 2.1147 -4.5083 1.1016
H 1.9696 -5.0665 2.7865
H 2.9171 -3.0656 3.2243
H 1.6305 -2.0581 3.9020
H 3.0832 -0.6286 2.6356
H 1.5066 -0.7507 1.8387
H 2.6087 -2.5244 0.4706
H 3.9333 -1.1886 -0.9278
H 3.9543 0.0600 0.3072
H 2.4765 0.6981 -1.4362
H 1.4626 0.3967 -0.0439
H -0.0132 -1.2437 -0.0576
H 0.8233 -2.7201 -0.6092
H -0.4047 -1.9677 -1.6274

Results
Relative energy (zero: lowest compared OMol25 entry of this formula, charge and spin)   143.5 kcal/mol
Frontier orbital gap   7.4 eV
SMILES   C#CC1=C(C)C(=O)C=CC1=O.COCCNCCOC
Charge   0


# C15H21NO4PdS4

A molecular structure, C15H21NO4PdS4 (the ωB97M-V functional and the def2-TZVPD basis, the OMol25 dataset).

Geometry (Å):
Pd -0.4268 0.5825 0.2496
C -2.4886 2.8034 -0.2788
C -3.2809 1.7347 -1.0301
S -2.7275 0.0249 -0.7377
C -2.6714 -0.5337 -2.4574
C -1.6235 0.1251 -3.3646
S 0.0306 0.0855 -2.6488
C 0.5273 1.8239 -2.7605
C -0.4191 2.8951 -2.2039
S -0.6839 2.7706 -0.4069
H -2.6319 2.6812 0.7969
H -2.8892 3.7837 -0.5701
H -3.2679 1.9228 -2.1064
H -4.3235 1.8251 -0.7123
H -3.6556 -0.4298 -2.9302
H -2.4643 -1.6041 -2.3821
H -1.9090 1.1599 -3.5512
H -1.6294 -0.3806 -4.3347
H 0.7764 2.0808 -3.7955
H 1.4506 1.8381 -2.1766
H -1.3813 2.8994 -2.7205
H 0.0501 3.8602 -2.4259
C -1.5738 -0.1901 9.0054
C -1.5316 0.0920 7.5267
C -2.4176 -0.5222 6.6486
C -2.3586 -0.2821 5.2810
C -1.4113 0.5839 4.7562
C -0.5240 1.2096 5.6286
C -0.5855 0.9643 6.9919
S -1.2404 0.8352 2.9670
O -2.5529 0.4381 2.4787
O -0.9349 2.2635 2.9175
N -0.1337 -0.1704 2.5622
C 1.2544 0.2491 2.7824
C 2.2901 -0.2314 1.7211
O 3.4229 -0.5014 2.1923
O 1.9475 -0.2584 0.5163
H -2.5464 -0.5846 9.3069
H -1.3852 0.7131 9.5906
H -0.8185 -0.9265 9.2962
H -3.1713 -1.2001 7.0404
H -3.0540 -0.7580 4.6010
H 0.2064 1.8984 5.2241
H 0.1153 1.4630 7.6560
H 1.6153 -0.1387 3.7437
H 1.3410 1.3438 2.8073

Results
Relative energy (zero: lowest compared OMol25 entry of this formula, charge and spin)   17.5 kcal/mol
Frontier orbital gap   3.9 eV
Charge   -2


# C15H22AsF6N2O4PdS4Si2

A molecular structure, C15H22AsF6N2O4PdS4Si2 at a distorted geometry (the ωB97M-V functional and the def2-TZVPD basis, the OMol25 dataset).

Geometry (Å):
Pd -1.0861 0.9883 -0.0024
F -2.5610 -3.2655 -2.2512
C -3.1048 -2.0457 -2.3666
F -3.0819 -1.7386 -3.6755
F -4.3950 -2.1633 -2.0185
S -2.1922 -0.7679 -1.3154
O -2.8775 0.4455 -1.6601
O -0.8565 -0.9890 -1.7783
N -2.5884 -1.4641 0.0268
S -2.9628 -0.8364 1.3885
O -2.6100 -1.6391 2.5084
O -2.8126 0.5842 1.5294
C -4.8374 -0.9775 1.2862
F -5.2673 -2.2309 1.1181
F -5.2746 -0.2597 0.2418
F -5.4563 -0.4871 2.3717
S 0.5718 1.4509 1.9428
C 0.3480 -0.2183 2.0337
N 0.0868 -0.9482 0.9830
C -0.0090 -2.2758 1.2791
C -0.2658 -3.3061 0.3786
C -0.3626 -4.5964 0.8535
C -0.1817 -4.8858 2.2018
C 0.1066 -3.8812 3.1076
C 0.1904 -2.5844 2.6405
S 0.5207 -1.1299 3.5387
H -0.4008 -3.0823 -0.6671
H -0.5760 -5.4003 0.1634
H -0.2764 -5.9059 2.5456
H 0.2641 -4.0913 4.1546
C 2.2046 4.2419 0.3146
Si 1.9015 3.2603 -1.3180
C 3.5402 2.2931 -1.6735
C 1.8883 4.5754 -2.7473
As 0.0901 1.7806 -1.8039
Si -2.1084 3.1366 0.0238
C -2.0294 3.6216 1.8985
C -1.4722 4.7066 -0.9311
C -3.9662 3.0081 -0.4844
H 3.1815 4.7143 0.3308
H 2.1455 3.5687 1.1626
H 1.4642 5.0193 0.4684
H 4.4171 2.9294 -1.7319
H 3.4332 1.7699 -2.6216
H 3.7214 1.5505 -0.9038
H 2.8357 5.0915 -2.8529
H 1.1176 5.3239 -2.6033
H 1.6742 4.0520 -3.6769
H -1.0274 3.9166 2.1903
H -2.3117 2.7694 2.5085
H -2.7092 4.4364 2.1263
H -0.5161 5.0410 -0.5470
H -2.1893 5.5089 -0.8051
H -1.3480 4.5188 -1.9943
H -4.4307 2.1593 0.0035
H -4.0681 2.8693 -1.5548
H -4.5059 3.9066 -0.1924

Results
Relative energy (zero: lowest compared OMol25 entry of this formula, charge and spin)   38.9 kcal/mol
2S+1   3
Frontier orbital gap (spin up / spin down)   7.2 / 6.4 eV
⟨S²⟩   2.015
Charge   -1


| no. | E_tot (eV) |
| --- | --- |
| 1 | -36521.6651 |
| 2 | -29982.8269 |
| 3 | -37342.4940 |
| 4 | -44083.9123 |
| 5 | -49366.4675 |
| 6 | -43517.2758 |
| 7 | -54875.5237 |
| 8 | -25571.1629 |
| 9 | -72395.8489 |
| 10 | -166804.2590 |